(1)
Formula: C24H43N4O7
Source: the Open Molecules 2025 dataset
Level of theory: ωB97M-V/def2-TZVPD

As for the total charge: +1. The energy above the lowest of the compared OMol25 structures with the same formula, charge and spin comes out at 39.76 kcal/mol. The value obtained for the HOMO energy is -0.451 Ha.

Each line ends with the Löwdin charge.
Cartesian coordinates (Å):
C1 -0.5947 1.6953 2.3502  -0.12
O1 -1.8321 1.0573 2.4315  -0.19
C2 -1.9435 -0.0582 1.5635  -0.23
C3 -1.6906 -1.3738 2.2756  -0.18
C4 -1.7408 -2.5743 1.3221  -0.18
C5 -0.6662 -2.6166 0.2206  -0.19
C6 0.6679 -1.9924 0.6009  -0.22
C7 1.7403 -2.2409 -0.4866  -0.16
C8 3.0049 -2.9328 0.0279  -0.12
C9 3.9841 -2.0622 0.8031  -0.32
C10 4.7859 -2.7622 1.9024  -0.14
C11 5.6598 -2.0141 2.7000  -0.02
C12 6.3454 -2.6875 3.6960  -0.04
C13 6.1656 -4.0532 3.8931  -0.11
N1 5.3584 -4.7777 3.1250  0.09
C14 4.7038 -4.1275 2.1649  -0.08
C15 4.9443 -1.3055 -0.2040  -0.05
N2 4.6303 0.1578 -0.1087  0.10
C16 3.4434 0.1953 0.6649  -0.32
N3 2.4622 1.1197 0.5925  0.19
N4 3.3879 -0.8538 1.4470  0.22
H1 -0.3896 2.0661 1.3381  0.08
H2 -0.6141 2.5545 3.0145  0.10
H3 0.2346 1.0529 2.6751  0.07
H4 -2.9693 -0.0776 1.1936  0.13
H5 -1.3196 0.0812 0.6759  0.11
H6 -0.7797 -1.3789 2.8757  0.11
H7 -2.5121 -1.5043 2.9779  0.12
H8 -1.6941 -3.4738 1.9330  0.11
H9 -2.7348 -2.5568 0.8793  0.12
H10 -1.0853 -2.1214 -0.6532  0.12
H11 -0.4696 -3.6625 -0.0064  0.12
H12 0.5828 -0.9211 0.7775  0.07
H13 0.9781 -2.4174 1.5607  0.12
H14 1.9769 -1.3223 -1.0273  0.11
H15 1.2906 -2.9287 -1.1977  0.12
H16 2.6782 -3.7954 0.5959  0.11
H17 3.5639 -3.3065 -0.8280  0.13
H18 5.8023 -0.9532 2.5489  0.11
H19 7.0240 -2.1485 4.3407  0.11
H20 6.6974 -4.5741 4.6731  0.11
H21 4.0633 -4.7332 1.5426  0.11
H22 4.6339 -1.5773 -1.2074  0.12
H23 5.9918 -1.4992 -0.0351  0.13
H24 5.3346 0.5617 0.5123  0.14
H25 2.4578 2.0077 1.0640  0.13
H26 1.6201 0.8844 0.0877  0.10
H27 2.5459 -0.9665 2.0077  0.17
C17 -7.7156 2.4886 -2.2196  -0.06
C18 -6.4040 3.2328 -2.3433  -0.21
O2 -5.9493 3.7277 -1.0741  0.04
C19 -5.3834 2.8288 -0.2754  -0.61
O3 -5.1912 1.6663 -0.5339  0.11
O4 -5.0477 3.4347 0.8615  0.02
C20 -4.4919 2.5560 1.8449  -0.03
H28 -8.4615 3.1135 -1.7279  0.09
H29 -8.0855 2.2079 -3.2054  0.08
H30 -7.5978 1.5833 -1.6256  0.08
H31 -6.5294 4.1158 -2.9667  0.12
H32 -5.6318 2.6118 -2.7976  0.11
H33 -3.6697 1.9882 1.4357  0.06
H34 -5.2626 1.8862 2.2257  0.11
H35 -4.1276 3.1781 2.6569  0.10
C21 -2.3154 1.1330 -4.6698  -0.06
C22 -2.2038 2.3487 -3.7768  -0.19
O5 -1.1602 2.1954 -2.7945  0.04
C23 0.0753 2.3836 -3.2378  -0.61
O6 0.4117 2.6855 -4.3478  0.15
O7 0.9129 2.1799 -2.2052  -0.03
C24 2.3013 2.2780 -2.5280  -0.05
H36 -2.4418 0.2303 -4.0703  0.08
H37 -3.1697 1.2338 -5.3378  0.08
H38 -1.4190 1.0071 -5.2758  0.08
H39 -3.1181 2.4817 -3.2024  0.11
H40 -2.0377 3.2579 -4.3529  0.13
H41 2.5526 3.2125 -3.0237  0.10
H42 2.6091 1.4383 -3.1513  0.10
H43 2.8276 2.2317 -1.5820  0.06



(2)
Formula: C31H44BBrCaCl3F2MgN2O12S
Source: the Open Molecules 2025 dataset
Level of theory: ωB97M-V/def2-TZVPD

As for the total charge: +1. The value obtained for the HOMO energy is -0.281 Ha.

Each line ends with the Löwdin charge.
Cartesian coordinates (Å):
C1 -0.6741 -1.2749 0.9228  0.03
C2 -2.0055 -1.2497 1.2053  -0.05
C3 -2.9433 -0.1830 0.7809  -0.49
O1 -3.2178 0.7782 1.4595  0.13
O2 -3.5324 -0.3602 -0.4127  0.03
C4 -2.5787 -0.5400 -1.4935  -0.17
C5 -3.1350 0.0443 -2.7732  -0.14
C6 -2.0277 0.7598 -3.5538  -0.19
C7 -1.7187 0.1924 -4.9373  -0.17
C8 -0.3320 0.7084 -5.3759  -0.16
C9 0.7113 -0.4115 -5.5049  -0.10
C10 2.0871 -0.1436 -4.8421  -0.17
C11 3.1299 -0.9839 -5.5798  -0.18
S1 3.3657 -2.5372 -4.7510  0.71
O3 2.1817 -2.9646 -4.1298  -0.17
O4 4.4970 -2.3263 -3.8487  -0.28
F1 3.7777 -3.5174 -5.8023  -0.02
C12 4.4374 -0.2208 -5.5169  -0.53
O5 5.5604 -0.6659 -5.6788  0.12
N1 4.1731 1.0792 -5.1583  0.14
C13 2.6698 1.3030 -4.7807  -0.38
O6 2.2982 2.2047 -5.6775  -0.17
B1 2.8332 1.7262 -3.2594  -0.30
O7 3.5865 0.7574 -2.5076  0.06
C14 2.3127 2.9756 -2.5433  -0.10
C15 0.8946 3.4066 -2.9155  -0.06
H1 0.0496 -0.5941 1.3468  0.06
H2 -0.2757 -2.0461 0.2792  0.06
H3 -2.4217 -2.0373 1.8235  0.11
H4 -1.6835 -0.0080 -1.2161  0.10
H5 -2.3252 -1.5850 -1.6210  0.13
H6 -3.8575 0.7935 -2.4897  0.12
H7 -3.6581 -0.6862 -3.3707  0.12
H8 -1.0897 0.7567 -3.0129  0.08
H9 -2.2931 1.7954 -3.7079  0.12
H10 -1.7233 -0.8890 -4.9303  0.11
H11 -2.4280 0.5479 -5.6666  0.12
H12 -0.4493 1.1611 -6.3494  0.12
H13 0.0124 1.4981 -4.7294  0.08
H14 0.3068 -1.2703 -4.9900  0.11
H15 0.8035 -0.7248 -6.5329  0.13
H16 1.9753 -0.5864 -3.8576  0.13
H17 2.9658 -1.1622 -6.6395  0.18
H18 4.3072 1.6274 -6.0655  0.11
H19 1.8476 1.8316 -6.4475  0.02
H20 3.7197 1.1091 -1.6149  0.11
H21 2.3049 2.7499 -1.4787  0.09
H22 3.0075 3.8034 -2.6406  0.14
H23 0.8411 3.8771 -3.8828  0.09
H24 0.5518 4.0987 -2.1640  0.09
H25 0.2063 2.5783 -2.8739  0.05
Mg1 5.0645 -0.2204 -3.2955  1.24
C16 -2.9089 -5.7617 5.2112  -0.08
C17 -2.7229 -4.3901 5.2855  -0.07
C18 -3.3836 -3.5503 4.3945  -0.11
C19 -4.2312 -4.0892 3.4357  -0.12
C20 -4.4175 -5.4641 3.3686  -0.12
C21 -3.7562 -6.2939 4.2593  -0.12
H26 -2.3963 -6.4265 5.8944  0.10
H27 -2.0630 -3.9755 6.0351  0.10
H28 -3.2349 -2.4782 4.4479  0.10
H29 -4.7467 -3.4364 2.7411  0.09
H30 -5.0821 -5.8843 2.6203  0.08
H31 -3.8929 -7.3589 4.2177  0.07
F2 3.1976 1.1030 0.3092  -0.01
C22 2.9480 1.4716 1.6235  -0.26
C23 2.9170 0.4908 2.5848  -0.03
C24 2.6649 0.8660 3.8970  -0.06
C25 2.4426 2.1999 4.2093  -0.06
C26 2.4770 3.1653 3.2127  -0.08
C27 2.7383 2.8000 1.9019  -0.01
H32 3.0850 -0.5442 2.3156  0.12
H33 2.6415 0.1143 4.6729  0.11
H34 2.2418 2.4887 5.2314  0.11
H35 2.2979 4.2058 3.4493  0.00
H36 2.7761 3.5381 1.1099  0.12
C28 1.6087 7.1356 4.5149  -1.52
Cl1 2.2579 6.0221 5.7249  0.56
Cl2 2.8072 8.3474 4.0787  0.55
Cl3 1.0662 6.2476 3.0920  0.56
H37 0.7542 7.6402 4.9427  0.02
O8 -0.8137 -8.0792 4.6948  -0.54
H38 -1.3740 -7.5008 4.1792  -0.24
C29 2.2876 4.9463 9.2263  -0.91
O9 1.4640 5.8461 9.1987  0.25
O10 3.3579 4.9606 9.8776  0.32
O11 2.2025 3.8600 8.6051  0.29
O12 -3.0329 -8.5606 2.5137  -0.26
H39 -2.6595 -9.3630 3.0236  0.14
H40 -4.0076 -8.7883 2.0887  -0.14
H41 -2.3117 -8.1785 1.8248  0.02
Ca1 -3.6320 -8.9717 0.5424  1.12
C30 -4.3323 3.4394 2.6077  -0.07
C31 -3.7941 4.7688 2.8255  -0.29
N2 -3.3617 5.8185 2.9932  0.12
H42 -3.5627 2.7879 2.2068  0.04
H43 -4.6904 3.0278 3.5488  0.09
H44 -5.1589 3.4858 1.9024  0.09
Br1 3.2243 3.3429 -7.8385  -0.25



(3)
Formula: C4H8NO2
Source: the Open Molecules 2025 dataset
Level of theory: ωB97M-V/def2-TZVPD

As for the total charge: +1. The energy above the lowest of the compared OMol25 structures with the same formula, charge and spin comes out at 48.49 kcal/mol. The value obtained for the HOMO energy is -0.520 Ha. As for the SMILES: C[C@H]([NH3+])C(=O)C=O.

Each line ends with the Löwdin charge.
Cartesian coordinates (Å):
C1 2.2546 0.1016 0.0742  -0.13
C2 0.8626 0.7843 -0.0796  -0.30
C3 -0.6175 -1.3470 -0.6191  0.03
C4 -0.3433 -0.1087 0.2792  -0.24
N1 -1.4777 0.8204 0.4273  0.23
O1 2.3223 -1.0846 0.2146  0.11
O2 0.8234 1.9168 -0.4509  0.16
H1 3.2292 0.6492 -0.0257  0.16
H2 -1.0963 -0.9907 -1.4824  0.09
H3 0.2357 -1.9574 -0.8351  0.10
H4 -1.1377 -1.9356 0.0356  0.07
H5 0.0653 -0.3928 1.3067  0.19
H6 -1.2735 1.7369 -0.0850  0.19
H7 -1.5368 1.2635 1.3148  0.17
H8 -2.3103 0.5441 -0.0746  0.18



(4)
Formula: C18H9IrN3O5S
Source: the Open Molecules 2025 dataset
Level of theory: ωB97M-V/def2-TZVPD

As for the total charge: -1. The expectation value of S² is 6.175. Its spin multiplicity is 5. The energy above the lowest of the compared OMol25 structures with the same formula, charge and spin comes out at 76.59 kcal/mol. The value obtained for the HOMO energy (spin up / spin down) is -0.155 / -0.173 Ha.

Each line ends with the Mulliken spin population.
Cartesian coordinates (Å):
Ir1 -0.2847 -0.3740 0.0008  0.90
O1 5.1644 -4.2117 -0.0009  0.39
C1 4.0572 -3.7449 -0.0006  0.14
C2 2.7441 -4.5192 -0.0008  0.12
O2 2.6464 -5.7169 -0.0011  0.33
C3 1.6126 -3.4680 0.0000  0.06
C4 2.2174 -2.1645 0.0002  -0.09
O3 1.6124 -1.0376 0.0008  -0.04
C5 3.6567 -2.2386 0.0001  0.02
O4 4.4854 -1.3645 0.0004  0.10
O5 0.4477 -3.7917 0.0002  0.04
C6 2.9479 4.2412 0.0002  0.05
C7 1.6737 4.7955 -0.0006  -0.02
C8 0.5482 3.9905 -0.0007  0.05
C9 0.6875 2.5999 0.0001  -0.12
C10 1.9622 2.0444 0.0010  0.16
C11 3.0826 2.8619 0.0010  -0.03
N1 -0.4556 1.7305 0.0001  0.39
N2 -1.5559 2.4059 -0.0004  0.03
C12 -3.2038 0.5348 -0.0002  -0.04
C13 -4.5037 0.0251 -0.0005  0.37
C14 -4.8530 -1.3509 -0.0002  -0.06
C15 -4.0963 -2.5000 0.0003  0.22
C16 -2.6692 -2.6648 0.0006  0.12
C17 -1.8469 -1.5910 0.0008  0.08
H1 3.8233 4.8784 0.0003  0.00
H2 1.5511 5.8718 -0.0012  0.00
H3 -0.4421 4.4190 -0.0013  0.00
H4 2.1006 0.9738 0.0016  -0.03
H5 4.0634 2.4036 0.0017  0.00
H6 -5.3004 0.7531 -0.0011  0.03
H7 -5.9243 -1.5240 -0.0004  0.00
H8 -4.6667 -3.4231 0.0004  0.02
H9 -2.2398 -3.6558 0.0007  0.01
S1 -4.0338 3.1431 -0.0015  0.48
C18 -2.8294 1.9594 -0.0006  0.03
N3 -2.1789 -0.2910 0.0007  0.27



(5)
Formula: C8H16Si
Source: the Open Molecules 2025 dataset
Level of theory: ωB97M-V/def2-TZVPD

The energy above the lowest of the compared OMol25 structures with the same formula, charge and spin comes out at 116.43 kcal/mol. The value obtained for the HOMO energy (spin up / spin down) is -0.273 / -0.287 Ha.

Each line ends with the Löwdin charge.
Cartesian coordinates (Å):
C1 -2.2687 -0.2745 -0.0509  -0.21
C2 -1.1671 -0.8883 0.7531  -0.22
C3 -1.6869 0.7075 -1.1450  -0.16
C4 -0.5133 0.2383 1.4929  -0.20
C5 -0.7112 1.7301 -0.4903  -0.24
C6 2.3001 -0.2880 -0.7047  -0.29
C7 0.1932 1.1610 0.5001  -0.32
C8 2.2680 -1.7356 -0.3376  -0.20
Si1 2.0074 1.2089 0.3233  0.60
H1 -2.9377 -0.9912 -0.5184  0.10
H2 -2.9574 0.4448 0.5800  0.14
H3 -1.5281 -1.8209 1.3202  0.15
H4 -0.5500 -1.2276 0.0136  0.05
H5 -1.0888 0.0501 -1.7629  0.10
H6 -2.3906 1.2007 -1.7464  0.08
H7 -1.1566 0.8864 1.9770  0.09
H8 0.3513 -0.0672 2.0960  0.09
H9 -0.1663 2.0883 -1.3283  0.08
H10 -1.2050 2.5480 0.0418  0.13
H11 2.0554 -0.1850 -1.7696  0.04
H12 2.8108 -1.7907 0.7441  0.11
H13 2.7540 -2.3167 -1.1794  0.08
H14 1.2767 -2.1859 -0.1257  0.05
H15 2.3014 0.7752 1.6912  -0.02
H16 2.4594 2.1938 -0.6262  -0.03



(6)
Formula: C6H9N4S
Source: the Open Molecules 2025 dataset
Level of theory: ωB97M-V/def2-TZVPD

As for the total charge: +1. The energy above the lowest of the compared OMol25 structures with the same formula, charge and spin comes out at 63.47 kcal/mol. The value obtained for the HOMO energy is -0.471 Ha.

Each line ends with the Löwdin charge.
Cartesian coordinates (Å):
C1 2.0032 -1.9207 0.4665  -0.08
C2 0.4144 2.0536 -0.2792  -0.13
C3 -0.6584 0.0920 -0.7076  -0.42
C4 1.1471 -0.5046 -1.1473  -0.11
C5 2.0355 0.1984 -0.1032  -0.29
C6 -3.3174 -0.0957 0.4198  -0.31
N1 2.4080 -0.7430 0.9032  0.11
N2 -0.6480 1.4275 -0.7047  0.06
N3 1.3308 -1.8406 -0.7929  0.02
N4 1.4357 1.4765 0.3458  0.14
S1 -1.7723 -0.9786 -0.0071  1.01
H1 2.1582 -2.8458 0.9427  0.12
H2 0.2850 3.1141 -0.3401  0.14
H3 1.2635 -0.3054 -2.2089  0.15
H4 2.9779 0.5126 -0.5274  0.17
H5 -4.0164 -0.7010 1.0871  0.09
H6 -3.9065 0.1411 -0.4363  0.04
H7 -3.0882 0.7909 0.8952  0.01
H8 1.2916 -2.6259 -1.4884  0.18
H9 2.0589 1.9477 0.8439  0.10



The following molar mass values (in g mol⁻¹) correspond, in order, to the records above: 499.63; 968.22; 102.11; 571.57; 140.30; 169.23.